5
Properties=species:S:1:pos:R:3:lowdin_charge:R:1 method="wB97M-V/def2-TZVPD" max_force_ha_per_bohr=0.1036 e_lumo_ev=-1.04 multiplicity=1 homo_lumo_gap_ev=8.1 relative_energy_ev=3.174 mol_weight_g_mol=174.99
N -0.63532 0.15586 1.03600 -0.572
S 0.02878 -0.43824 -0.22649 0.212
I 1.36298 1.18235 -1.62883 0.218
H 0.24685 -0.21648 2.05173 0.170
H -1.00329 -0.68350 -1.23241 -0.029